DFT (ωB97M-V with the def2-TZVPD basis set) results for a cluster of 2 separate species, C25H30N3O4S in total.

Properties
Multiplicity: 1
Net charge: -1
Orbital gap, eV: 5.8
Total energy, eV: -49908.969
Energy above the lowest of the compared OMol25 structures with the same formula, charge and spin, kcal per mole: 7.4

The geometry in XYZ format:
```
63
Properties=species:S:1:pos:R:3:forces:R:3
C 0.871 -5.123 -3.182 0.03 0.08 -0.10
N -0.059 -4.001 -3.066 -0.64 -0.65 -0.75
C -0.676 -3.544 -4.215 0.59 -0.15 1.15
S -0.292 -4.118 -5.739 -0.20 0.06 0.48
N -1.594 -2.532 -3.966 0.36 0.39 -0.83
C -2.255 -1.968 -5.138 -0.09 0.03 -0.03
C -1.225 -1.575 -2.983 1.09 1.45 0.55
O -1.279 -0.367 -3.223 -0.75 -1.44 0.08
C -0.780 -2.147 -1.708 -0.17 -0.49 -0.95
C -0.424 -1.335 -0.664 -0.58 0.22 -0.01
C -0.511 -1.647 0.751 0.32 0.13 1.16
C 0.455 -1.097 1.619 -0.09 -0.24 -0.55
C 0.542 -1.476 2.946 -0.97 -0.07 0.16
C -0.611 -2.035 3.567 -0.06 0.28 -1.72
N -0.667 -2.176 4.923 0.15 -0.59 1.18
C 0.379 -1.591 5.743 -0.06 0.17 -0.09
C 1.760 -1.793 5.137 0.02 -0.15 -0.22
C 1.819 -1.281 3.696 0.46 0.61 0.15
C -1.930 -2.409 5.602 0.04 0.10 -0.24
C -2.831 -3.338 4.801 0.00 -0.22 -0.11
C -3.001 -2.854 3.363 -0.47 0.07 0.15
C -1.713 -2.408 2.740 0.77 0.09 -0.01
C -1.579 -2.346 1.359 0.36 0.06 -0.59
C -0.521 -3.600 -1.770 -0.87 -0.17 1.57
O -0.628 -4.382 -0.834 0.68 0.60 -1.38
H 1.141 -5.473 -2.184 -0.15 0.14 -0.16
H 0.412 -5.911 -3.782 0.05 -0.07 0.23
H 1.756 -4.783 -3.732 -0.10 -0.04 0.21
H -3.137 -1.422 -4.800 0.14 0.00 -0.06
H -1.581 -1.294 -5.683 -0.23 -0.15 0.08
H -2.527 -2.808 -5.773 -0.11 0.25 -0.03
H -0.256 -0.281 -0.899 -0.16 -0.24 0.01
H 1.183 -0.402 1.194 0.02 -0.38 0.09
H 0.196 -0.510 5.876 0.01 -0.04 0.04
H 0.322 -2.063 6.729 0.02 0.11 -0.06
H 2.509 -1.274 5.741 -0.07 -0.09 0.05
H 2.011 -2.858 5.145 -0.11 0.05 0.08
H 2.628 -1.787 3.148 -0.27 0.08 0.09
H 2.083 -0.212 3.682 -0.03 -0.13 0.05
H -1.713 -2.853 6.583 -0.03 0.13 -0.17
H -2.457 -1.452 5.781 0.07 -0.11 0.00
H -2.410 -4.348 4.795 0.08 0.08 0.06
H -3.808 -3.394 5.288 0.06 -0.05 0.03
H -3.466 -3.636 2.749 0.05 0.13 0.11
H -3.708 -2.006 3.377 0.16 -0.18 -0.09
H -2.333 -2.804 0.708 0.12 0.26 0.32
C 2.427 -2.147 -2.251 -0.03 -0.47 -0.52
C 2.421 -1.082 -1.235 0.56 1.62 1.08
C 3.094 -1.417 0.055 -1.86 -0.52 -0.63
C 4.096 -0.452 0.630 0.23 0.19 0.34
O 2.805 -2.470 0.652 1.06 0.49 -0.35
C 2.077 0.299 -1.516 0.73 -1.84 0.97
C 1.770 0.691 -2.936 -0.19 0.21 -0.25
O 1.967 1.124 -0.585 -0.13 0.68 -0.26
H 1.475 -2.191 -2.799 0.31 -0.02 -0.11
H 3.245 -2.019 -2.993 -0.31 -0.19 0.12
H 2.564 -3.109 -1.733 -0.04 0.16 -0.29
H 3.601 0.494 0.885 0.15 -0.26 -0.13
H 4.563 -0.889 1.518 -0.06 0.02 -0.09
H 4.864 -0.240 -0.124 -0.12 0.05 0.15
H 2.514 0.276 -3.627 -0.15 0.05 0.04
H 0.773 0.327 -3.224 0.37 0.11 0.02
H 1.763 1.783 -2.999 0.01 -0.15 -0.03
```
Positions in Å, forces in eV/Å.